(i)
Computed, not measured: a molecular structure, C42H93N5O2Zn, with ωB97M-V with the def2-TZVPD basis set.

As for the frontier orbital gap: 4.5 eV. The LUMO energy comes out at -18.18 eV. The net charge is +6.

Cartesian coordinates (Å):
Zn  2.9534  -2.0425  -0.3114
C  -0.3210  0.0848  0.2597
C  0.9260  -0.7118  0.0567
O  2.0472  -0.2102  0.3734
O  0.9019  -1.8633  -0.4275
H  -0.9842  0.1016  -0.6011
H  -0.1088  1.1405  0.4332
H  -0.7649  -0.2311  1.2049
C  0.2043  -7.1493  -0.6392
C  -1.0426  -6.4848  -1.2700
C  -0.8457  -4.9801  -1.4762
N  -1.6632  -4.4197  -2.6221
C  -1.1626  -4.9721  -3.9605
C  -3.1795  -4.8123  -2.5146
C  -3.7055  -3.8314  -1.4363
C  -2.8465  -2.5889  -1.5834
C  -1.7908  -2.9309  -2.6569
H  0.2485  -6.7788  0.3852
H  1.0838  -6.8338  -1.2042
H  0.1236  -8.2275  -0.7331
H  -1.8827  -6.5668  -0.5814
H  -1.2008  -7.0012  -2.2164
H  0.2028  -4.7008  -1.5925
H  -1.2675  -4.4170  -0.6413
H  -1.9542  -5.2340  -4.6546
H  -0.4930  -5.7910  -3.7191
H  -0.5397  -4.2170  -4.4416
H  -3.6599  -4.6933  -3.4798
H  -3.1842  -5.8325  -2.1476
H  -4.7809  -3.6857  -1.5158
H  -3.5980  -4.3378  -0.4742
H  -3.4364  -1.7660  -1.9871
H  -2.3171  -2.2718  -0.6851
H  -2.2038  -2.7354  -3.6474
H  -0.8599  -2.3698  -2.6011
C  -4.2632  1.0872  5.8509
C  -3.0524  1.6704  5.1399
C  -3.3089  3.0164  4.4925
N  -2.1563  3.6219  3.7054
C  -1.0171  3.9243  4.6806
C  -2.6268  4.8612  2.9986
C  -1.6700  5.0665  1.8070
C  -0.8340  3.7818  1.7862
C  -1.6449  2.7593  2.5690
H  -5.0901  0.9657  5.1441
H  -4.6434  1.7068  6.6610
H  -4.0749  0.0906  6.2458
H  -2.5390  0.9969  4.4414
H  -2.2900  1.6793  5.9319
H  -3.6286  3.7703  5.2127
H  -4.1393  2.9418  3.7875
H  -0.5299  2.9677  4.8507
H  -1.4807  4.2298  5.6149
H  -0.3675  4.6925  4.2794
H  -2.7273  5.7059  3.6782
H  -3.6454  4.6774  2.6573
H  -1.1170  6.0005  1.8246
H  -2.1862  5.0297  0.8455
H  0.0855  3.9910  2.3428
H  -0.5119  3.4082  0.8142
H  -1.0943  1.9439  3.0326
H  -2.4492  2.4019  1.9246
C  2.3091  6.7171  1.5538
C  3.2674  5.5207  1.4311
C  2.9209  4.3407  0.5424
N  4.1096  3.3873  0.3277
C  4.3280  2.6252  1.6082
C  5.3745  4.0457  -0.2766
C  5.0581  4.1421  -1.7571
C  4.3806  2.8244  -2.0636
C  3.6987  2.3810  -0.7440
H  1.3665  6.3573  1.9874
H  2.0104  7.1136  0.5859
H  2.7294  7.4344  2.2503
H  3.5664  5.0970  2.3902
H  4.1404  6.0588  1.0497
H  2.4785  4.5465  -0.4351
H  2.1895  3.6442  0.9612
H  3.3578  2.1881  1.8491
H  4.6452  3.2740  2.4170
H  4.9767  1.7640  1.4670
H  6.1429  3.3884  0.1288
H  5.5244  5.0231  0.1736
H  5.9294  4.3927  -2.3612
H  4.4189  5.0123  -1.9210
H  5.0720  2.0808  -2.4518
H  3.5728  2.9635  -2.7856
H  4.2203  1.4628  -0.4626
H  2.6452  2.1231  -0.7912
C  1.2349  -6.4655  6.7646
C  0.7853  -5.0791  6.2213
C  0.6894  -5.1558  4.7155
N  0.0833  -3.8930  4.0390
C  1.0467  -2.7449  4.1657
C  -0.2048  -4.1452  2.5637
C  -1.3877  -3.2523  2.1902
C  -2.1030  -3.0155  3.5221
C  -1.2888  -3.6412  4.6496
H  2.1927  -6.7426  6.3331
H  0.4205  -7.1818  6.6525
H  1.3427  -6.3810  7.8455
H  1.6389  -4.4836  6.5564
H  -0.1303  -4.7853  6.7290
H  -0.0852  -5.8560  4.3964
H  1.6207  -5.4145  4.2141
H  1.9735  -3.0550  3.6851
H  1.3078  -2.6564  5.2191
H  0.6331  -1.8246  3.7628
H  0.6643  -4.0423  1.9194
H  -0.5711  -5.1738  2.5362
H  -0.9223  -2.3461  1.7894
H  -2.0053  -3.6279  1.3794
H  -2.2570  -1.9598  3.7465
H  -3.0827  -3.4553  3.3358
H  -1.1353  -2.9124  5.4390
H  -1.7876  -4.5478  4.9799
C  0.6256  0.7305  -3.1648
C  0.4955  0.5807  -4.7086
C  -0.4376  1.6369  -5.3761
N  -0.2335  1.7267  -6.8908
C  -0.6097  0.4302  -7.6048
C  1.1764  2.2779  -7.3076
C  0.9603  3.3407  -8.3610
C  -0.3744  4.0323  -7.9984
C  -1.1488  2.8959  -7.3579
H  0.2122  -0.2127  -2.7960
H  0.0848  1.5217  -2.6459
H  1.6858  0.7555  -2.9077
H  -0.0433  -0.3516  -4.8729
H  1.4994  0.4462  -5.1060
H  -0.4279  2.6299  -4.9393
H  -1.4306  1.1869  -5.3849
H  -0.2950  -0.4082  -6.9950
H  -0.0540  0.4927  -8.5352
H  -1.6881  0.4924  -7.7052
H  1.7320  1.4018  -7.6334
H  1.5894  2.7065  -6.3968
H  0.7368  3.0690  -9.3922
H  1.7408  4.0984  -8.3366
H  -0.8820  4.3407  -8.9054
H  -0.2121  4.8167  -7.2612
H  -1.8523  2.4558  -8.0689
H  -1.8518  3.2092  -6.5836

Results of the Löwdin charge analysis, in e, for atoms 1 through 2:
1. Zn 1.38
2. C 0.04

(ii)
Computed, not measured: a molecular structure, C42H93N5O2Zn, with ωB97M-V with the def2-TZVPD basis set.

As for the frontier orbital gap: 3.1 eV. The LUMO energy comes out at -19.27 eV. The net charge is +6.

Cartesian coordinates (Å):
Zn  5.9282  2.5855  25.8967
C  7.8378  0.1582  23.3748
C  8.3022  0.8270  24.6435
O  7.6119  1.8027  25.1722
O  9.3023  0.4142  25.2038
H  7.4107  -0.8120  23.6286
H  8.7033  -0.0648  22.7486
H  7.2381  0.8875  22.8409
C  6.8159  1.7459  19.7765
C  5.3182  1.4925  19.8904
C  5.0508  0.8976  21.2777
N  3.5448  0.7213  21.5377
C  3.1367  -0.5277  20.8009
C  3.3007  0.6413  23.0790
C  2.2208  1.6302  23.4852
C  1.5722  2.0577  22.1326
C  2.6998  1.9478  21.1400
H  7.0912  2.5184  20.5035
H  7.0000  2.2148  18.8100
H  7.4718  0.8998  19.9738
H  5.0249  0.7683  19.1259
H  4.7502  2.3784  19.6140
H  5.3355  1.6237  22.0416
H  5.4437  -0.0958  21.4698
H  3.1126  -0.3737  19.7242
H  2.0997  -0.7061  21.0871
H  3.7820  -1.3650  21.0488
H  2.8003  -0.3294  23.1170
H  4.1518  0.6008  23.7576
H  1.3654  1.2755  24.0522
H  2.6723  2.5877  23.7576
H  0.6795  1.4903  21.8816
H  1.3714  3.1116  22.3106
H  2.5107  1.9256  20.0695
H  3.3724  2.7947  21.3012
C  4.0499  -2.7234  24.9709
C  5.3046  -3.6222  25.0093
C  5.5871  -4.3610  23.6570
N  6.9326  -5.0626  23.5328
C  6.7950  -6.4051  24.2767
C  8.0841  -4.2371  24.0068
C  9.3237  -4.9799  23.4151
C  8.7984  -5.2909  21.9986
C  7.2626  -5.3452  22.0769
H  4.1693  -1.8189  25.5766
H  3.1452  -3.1064  25.4437
H  3.8139  -2.4625  23.9378
H  5.1401  -4.4088  25.7462
H  6.2132  -3.0604  25.2188
H  5.5376  -3.5916  22.8813
H  4.7535  -5.0179  23.4102
H  7.7382  -6.7140  24.7136
H  6.2531  -7.1457  23.6973
H  6.1255  -6.1257  25.0895
H  8.0578  -3.9756  25.0609
H  8.1085  -3.2929  23.4563
H  9.6238  -5.8883  23.9249
H  10.1056  -4.2322  23.3015
H  9.2744  -6.2259  21.7017
H  9.0362  -4.6193  21.1742
H  6.8517  -6.2506  21.6380
H  6.8492  -4.4979  21.5307
C  12.2305  -0.6265  23.5045
C  13.4383  -0.5943  22.5597
C  13.9722  0.8332  22.2820
N  15.1862  0.7579  21.3357
C  16.3362  0.0581  22.0198
C  15.5753  2.2487  21.0831
C  16.3237  2.2901  19.7620
C  15.7676  1.1009  18.9699
C  14.9417  0.2789  19.9125
H  12.5636  -0.8237  24.5268
H  11.5658  -1.4719  23.3174
H  11.6612  0.3023  23.6023
H  13.2176  -1.1407  21.6447
H  14.1712  -1.1503  23.1425
H  14.4264  1.2827  23.1665
H  13.2762  1.5951  21.9333
H  16.1861  -1.0175  22.0077
H  16.4188  0.4660  23.0232
H  17.2275  0.3003  21.4434
H  16.0729  2.7056  21.9395
H  14.6783  2.8678  20.9935
H  17.3903  2.2251  19.9687
H  16.1005  3.2824  19.3743
H  16.5792  0.4485  18.6483
H  15.2057  1.4276  18.0989
H  15.0791  -0.8003  19.9125
H  13.8673  0.4727  19.8371
C  5.5239  -2.2640  32.9700
C  6.8032  -2.2933  32.1390
C  6.5469  -2.7055  30.6727
N  6.9926  -1.6156  29.6788
C  6.2829  -0.3205  29.9987
C  8.5174  -1.5439  29.5962
C  8.8898  -1.0527  28.2113
C  7.6109  -1.1974  27.3926
C  6.6174  -2.0042  28.2314
H  5.1245  -3.2797  32.9147
H  4.7335  -1.6032  32.6061
H  5.6631  -2.0468  34.0265
H  7.4296  -3.0620  32.5957
H  7.4209  -1.3979  32.2432
H  5.4773  -2.8520  30.5218
H  7.0804  -3.6203  30.4223
H  6.3601  -0.2024  31.0739
H  5.2478  -0.3417  29.6645
H  6.7705  0.4613  29.4171
H  8.8183  -0.8222  30.3540
H  8.9621  -2.5039  29.8475
H  9.2075  -0.0102  28.2482
H  9.7220  -1.5539  27.7216
H  7.1332  -0.2299  27.1626
H  7.8253  -1.5487  26.3818
H  5.5708  -1.8577  27.9868
H  6.8940  -3.0563  28.3261
C  8.5169  7.3664  26.1869
C  9.6659  6.5885  25.5056
C  9.0303  5.6575  24.4504
N  10.0314  4.7749  23.6986
C  10.9072  3.9636  24.6235
C  10.8849  5.8115  22.8040
C  10.4318  5.4941  21.3819
C  9.0913  4.8639  21.5011
C  9.3565  3.8956  22.6460
H  8.8620  7.9123  27.0585
H  7.7179  6.6944  26.5200
H  8.0847  7.9371  25.3652
H  10.1786  5.9408  26.2163
H  10.3221  7.3653  25.1143
H  8.3340  6.0453  23.7132
H  8.5603  4.9518  25.1529
H  11.2797  3.1075  24.0696
H  10.2514  3.5441  25.3907
H  11.5993  4.6140  25.1479
H  11.9534  5.6881  22.9440
H  10.4974  6.7641  23.1457
H  11.2155  4.8778  20.9373
H  10.3919  6.3721  20.7338
H  8.8366  4.3279  20.5828
H  8.1936  5.4797  21.5774
H  10.1377  3.2132  22.3191
H  8.4337  3.4637  23.0313

Results of the Löwdin charge analysis, in e, for atoms 1 through 2:
1. Zn 1.36
2. C 0.03

Tell me which of them is the least stable. Sure, it is (ii).

(i)
Computed, not measured: 2 unconnected molecules or ions with the total composition CH2N4, with ωB97M-V with the def2-TZVPD basis set.

The structure (SMILES) is N=C=N.N#N. As for the frontier orbital gap: 11.2 eV. The LUMO energy comes out at 0.91 eV.

Cartesian coordinates (Å):
N  -1.8497  0.3084  -0.7245
C  -1.0001  -0.2919  -0.1209
N  0.0387  -0.7629  0.2632
H  -2.6019  0.8619  -0.3675
H  0.2525  -1.7164  0.4773
N  2.5936  0.3072  0.4780
N  2.5669  1.2936  -0.0056

Results of the Löwdin charge analysis, in e, for atoms 1 through 2:
1. N 0.15
2. C -0.41

(ii)
Computed, not measured: 2 unconnected molecules or ions with the total composition CH2N4, with ωB97M-V with the def2-TZVPD basis set.

The structure (SMILES) is N=C=N.N#N. As for the frontier orbital gap: 11.1 eV. The LUMO energy comes out at 1.02 eV.

Cartesian coordinates (Å):
N  -1.1258  -1.2080  0.2114
C  -1.0228  -0.0324  0.0860
N  -0.6855  1.0897  0.0999
H  -1.7557  -1.7353  0.6335
H  -0.5654  1.7822  -0.6768
N  2.9108  0.1001  0.2596
N  2.2443  0.0037  -0.6137

Results of the Löwdin charge analysis, in e, for atoms 1 through 2:
1. N 0.19
2. C -0.47

(iii)
Computed, not measured: a single CH2N4 molecule, with ωB97M-V with the def2-TZVPD basis set.

The structure (SMILES) is c1nnn[nH]1. As for the frontier orbital gap: 11.4 eV. The LUMO energy comes out at 0.75 eV.

Cartesian coordinates (Å):
C  -0.3420  0.7427  0.0031
N  0.9630  0.9912  -0.0646
N  1.5449  -0.1603  0.0587
N  0.7341  -1.1398  -0.0561
N  -0.5045  -0.5708  -0.0044
H  -1.2198  1.3788  0.0497
H  -1.1757  -1.2417  0.0137

Results of the Löwdin charge analysis, in e, for atoms 1 through 2:
1. C -0.18
2. N 0.00

Tell me which of them is the least stable. Sure, it is (iii).

(i)
Computed, not measured: a single C18H21N3O5S molecule, with ωB97M-V with the def2-TZVPD basis set.

The structure (SMILES) is COc1ccc(/C(N)=N/OC(=O)CN(C)S(=O)(=O)c2ccc(C)cc2)cc1. As for the frontier orbital gap: 9.1 eV. The LUMO energy comes out at 0.58 eV.

Cartesian coordinates (Å):
C  2.1610  -7.1064  -1.7132
O  2.1322  -6.5743  -0.4105
C  1.5870  -5.3447  -0.2198
C  1.5612  -4.8880  1.0997
C  1.0395  -3.6503  1.4038
C  0.5247  -2.8329  0.3991
C  -0.0416  -1.5052  0.7090
N  0.5394  -0.7860  1.6851
N  -1.0130  -1.1455  -0.0517
O  -1.6289  0.1126  0.2243
C  -2.2804  0.2328  1.3781
O  -2.3519  -0.6096  2.2315
C  -2.9729  1.5912  1.4726
N  -2.3749  2.6564  0.7106
C  -2.7260  2.7653  -0.6841
S  -0.7693  2.9853  1.1201
O  -0.7319  4.3163  1.6465
O  -0.3185  1.9311  1.9962
C  0.1876  2.9867  -0.3966
C  0.3787  4.1982  -1.0370
C  1.1236  4.2431  -2.2005
C  1.6840  3.0835  -2.7299
C  2.4677  3.1330  -4.0042
C  1.4906  1.8800  -2.0610
C  0.7471  1.8274  -0.8942
C  0.5365  -3.2975  -0.9107
C  1.0643  -4.5356  -1.2251
H  2.6221  -8.0883  -1.6196
H  1.1526  -7.2181  -2.1238
H  2.7626  -6.4878  -2.3870
H  1.9540  -5.5315  1.8709
H  1.0027  -3.3374  2.4370
H  1.2435  -1.2061  2.2635
H  0.1800  0.1190  1.9674
H  -2.9634  1.8763  2.5276
H  -4.0124  1.4668  1.1565
H  -3.8118  2.8201  -0.7693
H  -2.3610  1.9237  -1.2831
H  -2.3017  3.6920  -1.0645
H  -0.0452  5.0880  -0.5988
H  1.2770  5.1868  -2.7028
H  2.9962  4.0784  -4.0983
H  1.7929  3.0397  -4.8555
H  3.1849  2.3178  -4.0522
H  1.9284  0.9738  -2.4526
H  0.6111  0.8973  -0.3725
H  0.1221  -2.6714  -1.6842
H  1.0606  -4.8610  -2.2534

Results of the Löwdin charge analysis, in e, for atoms 1 through 2:
1. C -0.09
2. O -0.08

(ii)
Computed, not measured: a single C18H21N3O5S molecule, with ωB97M-V with the def2-TZVPD basis set.

The structure (SMILES) is CCOC(=O)c1c(C)nn(-c2ccc(NC(=O)CSCC(=O)O)cc2)c1C. As for the frontier orbital gap: 8.7 eV. The LUMO energy comes out at 0.38 eV.

Cartesian coordinates (Å):
C  8.7401  0.2045  0.2601
C  7.6246  -0.8237  0.2858
O  6.3795  -0.1383  0.1916
C  5.2920  -0.9058  0.0133
O  5.3487  -2.1146  -0.0614
C  4.0688  -0.1199  -0.0693
C  3.8952  1.2883  0.0468
C  4.9224  2.3376  0.2501
N  2.6222  1.5899  -0.0489
N  1.9518  0.4379  -0.2406
C  0.5559  0.4902  -0.3579
C  -0.1453  -0.3560  -1.2104
C  -1.5201  -0.2578  -1.2960
C  -2.2138  0.6921  -0.5478
N  -3.6035  0.7270  -0.6742
C  -4.5026  1.4526  0.0371
O  -4.2481  2.3007  0.8572
C  -5.9526  1.1306  -0.3214
S  -6.2636  -0.5779  -0.8536
C  -5.9974  -1.4693  0.7154
C  -4.5447  -1.4858  1.1196
O  -4.1062  -0.9770  2.1121
O  -3.7866  -2.1461  0.2371
C  -1.5075  1.5549  0.2869
C  -0.1354  1.4503  0.3770
C  2.7842  -0.6285  -0.2512
C  2.3567  -2.0426  -0.3635
H  9.7006  -0.2962  0.3403
H  8.7092  0.7679  -0.6688
H  8.6292  0.8975  1.0898
H  7.7081  -1.5272  -0.5507
H  7.6407  -1.4036  1.2165
H  5.6465  2.3169  -0.5616
H  4.4387  3.3097  0.2866
H  5.4610  2.1598  1.1786
H  0.3747  -1.0711  -1.8258
H  -2.0629  -0.9166  -1.9593
H  -3.9941  0.0540  -1.3277
H  -6.2529  1.7544  -1.1656
H  -6.5908  1.3686  0.5300
H  -6.5992  -1.0037  1.4946
H  -6.3364  -2.4860  0.5198
H  -2.8558  -2.1361  0.5119
H  -2.0391  2.2926  0.8634
H  0.4255  2.1173  1.0113
H  3.1175  -2.6691  0.0958
H  2.2761  -2.3441  -1.4081
H  1.3971  -2.2001  0.1258

Results of the Löwdin charge analysis, in e, for atoms 1 through 2:
1. C -0.06
2. C -0.22

Tell me which of them is the least stable. Sure, it is (i).